# C55H64F9N4OPS

A cluster of 5 separate species, C55H64F9N4OPS in total (the ωB97M-V functional and the def2-TZVPD basis, OMol25).

Results
Orbital gap   7.887 eV
Lowest unoccupied orbital energy   0.4 eV
Energy   -110662.58824 eV
HOMO energy   -7.5059 eV

ORCA input file:
```
! wB97M-V def2-TZVPD RIJCOSX def2/J DEFGRID3
* xyz 0 1
C 2.93 -0.88 2.05
C 1.58 -0.28 2.50
C 0.66 0.07 1.35
C -0.04 -0.93 0.70
C 0.03 -2.41 1.06
C -0.05 -3.32 -0.21
C -1.36 -4.12 -0.31
C -1.82 -4.46 -1.73
F -2.49 -5.66 -1.66
F -2.73 -3.58 -2.22
C -0.70 -4.67 -2.79
F -0.34 -3.50 -3.35
F 0.34 -5.35 -2.33
F -1.24 -5.40 -3.80
C -0.89 -0.55 -0.33
C -1.06 0.76 -0.71
C -2.03 1.01 -1.87
C -1.37 1.01 -3.27
O -1.49 2.28 -3.91
C 0.11 0.58 -3.30
N 1.04 1.62 -2.82
C -0.36 1.78 -0.05
C 0.49 1.39 0.97
S 1.39 2.69 1.82
C 1.59 3.87 0.49
C 2.72 4.65 0.49
C 3.79 4.47 1.55
N 4.86 3.61 0.97
C 6.20 4.08 1.35
C 2.87 5.62 -0.51
C 4.13 6.49 -0.45
C 1.88 5.77 -1.49
P 2.17 7.11 -2.72
C 0.73 8.29 -2.60
C 2.18 6.40 -4.46
C 3.50 6.74 -5.21
C 0.75 4.92 -1.45
C -0.34 5.04 -2.51
C -1.56 5.88 -2.08
C -2.18 6.84 -3.11
N -2.15 5.82 -0.95
C 0.59 3.95 -0.46
N -0.57 3.13 -0.43
H 3.63 -0.08 1.80
H 3.37 -1.40 2.91
H 2.84 -1.63 1.26
H 1.72 0.56 3.19
H 1.08 -1.05 3.10
H -0.85 -2.66 1.67
H 0.94 -2.66 1.61
H 0.19 -2.78 -1.13
H 0.76 -4.05 -0.08
H -1.35 -5.05 0.27
H -2.17 -3.51 0.13
H -1.47 -1.31 -0.85
H -2.52 1.97 -1.66
H -2.78 0.21 -1.79
H -1.90 0.28 -3.90
H -0.69 2.47 -4.41
H 0.36 0.39 -4.35
H 0.28 -0.38 -2.79
H 1.76 1.74 -3.53
H 1.56 1.32 -1.99
H 4.20 5.45 1.84
H 3.39 4.03 2.47
H 4.77 3.76 -0.03
H 6.51 3.59 2.28
H 6.29 5.18 1.39
H 6.90 3.75 0.56
H 4.24 7.14 -1.31
H 4.07 7.13 0.44
H 4.99 5.82 -0.35
H 0.21 8.21 -1.64
H 1.18 9.29 -2.62
H 0.07 8.24 -3.48
H 1.92 5.34 -4.49
H 1.38 6.93 -4.99
H 4.10 5.84 -5.32
H 3.29 7.17 -6.19
H 4.08 7.51 -4.68
H 0.03 5.45 -3.45
H -0.73 4.04 -2.76
H -1.94 7.87 -2.85
H -3.26 6.73 -3.00
H -1.89 6.59 -4.14
H -1.66 5.14 -0.36
H -1.11 3.20 -1.27
F -1.73 -5.71 2.31
C -3.01 -5.46 2.69
C -3.37 -4.18 3.03
C -4.68 -3.93 3.41
C -5.60 -4.97 3.47
C -5.21 -6.26 3.13
C -3.90 -6.51 2.74
H -2.64 -3.38 2.98
H -4.99 -2.93 3.67
H -6.62 -4.78 3.78
H -5.92 -7.08 3.18
H -3.58 -7.51 2.46
F -5.51 -6.90 -9.15
C -4.88 -6.46 -8.04
C -5.61 -5.81 -7.07
C -4.97 -5.37 -5.92
C -3.60 -5.57 -5.77
C -2.88 -6.22 -6.77
C -3.53 -6.68 -7.91
H -6.68 -5.66 -7.20
H -5.53 -4.86 -5.15
H -3.10 -5.22 -4.89
H -1.82 -6.37 -6.65
H -2.99 -7.20 -8.69
F 4.26 5.18 4.40
C 3.79 4.70 5.57
C 3.28 3.42 5.62
C 2.81 2.92 6.82
C 2.84 3.71 7.96
C 3.35 5.00 7.90
C 3.83 5.50 6.70
H 3.26 2.82 4.72
H 2.42 1.91 6.87
H 2.46 3.32 8.90
H 3.37 5.62 8.79
H 4.24 6.50 6.63
F -3.70 -8.32 5.15
C -2.48 -8.83 5.40
C -1.39 -8.39 4.67
C -0.14 -8.92 4.93
C 0.01 -9.89 5.92
C -1.09 -10.32 6.64
C -2.34 -9.79 6.38
H -1.53 -7.64 3.90
H 0.72 -8.58 4.37
H 0.99 -10.30 6.12
H -0.97 -11.08 7.40
H -3.21 -10.11 6.94
*
```

# C55H68BrClN8O18

A cluster of 6 separate species, C55H68BrClN8O18 in total (the ωB97M-V functional and the def2-TZVPD basis, OMol25).

Results
Orbital gap   7.163 eV
Lowest unoccupied orbital energy   -1.2 eV
Energy   -189442.60908 eV
HOMO energy   -8.3317 eV

ORCA input file:
```
! wB97M-V def2-TZVPD RIJCOSX def2/J DEFGRID3
* xyz 0 1
C 1.80 -7.12 0.43
C 2.57 -5.97 0.09
C 3.11 -4.38 0.04
C 1.85 -3.31 0.13
C 1.97 -2.27 1.44
C 3.41 -1.53 1.56
C 4.18 -1.40 2.98
C 3.51 -0.55 4.18
O 3.52 0.93 3.95
C 1.41 -3.05 2.78
C 2.25 -3.92 3.77
C 3.33 -5.03 3.38
Br 0.89 -4.92 4.93
C 0.84 -1.03 1.34
N 1.08 0.13 2.24
C 0.49 -0.48 -0.14
O 1.59 0.35 -0.58
C -0.82 0.52 0.07
C -0.59 2.10 -0.19
C -0.40 2.53 -1.79
O 0.38 2.77 0.71
C 0.15 -1.83 -1.05
Cl -0.38 -1.02 -2.68
C -1.24 -2.60 -0.55
C -2.40 -2.73 -1.70
C -3.56 -3.74 -1.02
C -4.47 -2.96 0.11
C -5.56 -1.90 -0.50
O -6.08 -1.04 0.61
C -6.87 -1.86 1.57
N 1.35 -2.78 -1.20
C 0.84 -3.98 -2.03
O 1.85 -4.75 -2.76
N 1.46 -6.02 -3.01
O 2.46 -6.62 -3.42
C 2.46 -2.19 -2.10
O 3.61 -1.67 -1.59
O 2.44 -2.02 -3.56
H 1.26 -8.05 0.95
H 3.70 -4.35 -1.00
H 3.96 -4.18 0.83
H 0.97 -4.03 0.51
H 3.39 -0.42 1.11
H 4.24 -2.03 0.87
H 4.56 -2.43 3.45
H 5.20 -0.83 2.73
H 2.44 -0.95 4.52
H 4.21 -0.70 5.14
H 2.83 1.34 4.55
H 0.98 -2.18 3.49
H 0.40 -3.65 2.54
H 2.77 -3.20 4.58
H 2.93 -5.97 2.81
H 4.34 -4.59 2.91
H 3.72 -5.48 4.42
H -0.20 -1.48 1.74
H 1.82 0.79 1.97
H 0.94 -0.02 3.25
H 1.60 0.60 -1.54
H -1.28 0.43 1.17
H -1.76 0.20 -0.60
H -1.63 2.62 0.09
H -0.93 3.56 -1.94
H 0.76 2.54 -2.07
H -1.01 1.73 -2.40
H 1.23 2.86 0.19
H -1.07 -3.67 -0.11
H -1.78 -2.02 0.35
H -2.07 -3.29 -2.68
H -3.00 -1.72 -1.90
H -3.11 -4.74 -0.63
H -4.30 -3.99 -1.92
H -3.85 -2.39 0.92
H -5.07 -3.81 0.69
H -5.13 -1.15 -1.29
H -6.51 -2.46 -0.92
H -6.16 -2.50 2.28
H -7.66 -2.56 1.03
H -7.51 -1.18 2.31
H 0.29 -4.80 -1.36
H 0.05 -3.70 -2.84
C 6.32 5.61 1.89
C 7.67 5.40 1.62
C 8.28 4.20 1.97
C 7.52 3.21 2.61
C 6.16 3.42 2.89
C 5.56 4.63 2.53
N 8.14 1.93 2.96
O 9.35 1.78 2.71
O 7.43 1.06 3.49
H 5.85 6.55 1.61
H 8.25 6.18 1.12
H 9.33 4.05 1.75
H 5.56 2.66 3.39
H 4.51 4.80 2.75
C 0.47 -0.23 -8.38
C -0.59 -0.60 -9.21
C -1.64 -1.36 -8.70
C -1.62 -1.75 -7.35
C -0.55 -1.39 -6.52
C 0.50 -0.63 -7.04
N -2.73 -2.54 -6.80
O -3.65 -2.86 -7.57
O -2.69 -2.84 -5.60
H 1.28 0.37 -8.78
H -0.61 -0.28 -10.25
H -2.47 -1.64 -9.35
H -0.51 -1.69 -5.48
H 1.33 -0.34 -6.41
C -5.64 -9.44 3.09
C -4.36 -9.09 2.64
C -4.01 -7.75 2.51
C -4.95 -6.75 2.83
C -6.23 -7.10 3.27
C -6.57 -8.45 3.40
N -4.58 -5.34 2.72
O -3.44 -5.07 2.31
O -5.42 -4.49 3.05
H -5.90 -10.49 3.19
H -3.64 -9.87 2.40
H -3.01 -7.49 2.16
H -6.97 -6.34 3.52
H -7.57 -8.73 3.74
C 0.38 9.62 1.81
C 0.15 8.27 1.54
C 1.13 7.49 0.92
C 2.36 8.08 0.59
C 2.59 9.44 0.85
C 1.60 10.20 1.46
N 3.41 7.27 -0.04
O 3.15 6.08 -0.27
O 4.49 7.82 -0.29
H -0.39 10.21 2.30
H -0.81 7.82 1.81
H 0.93 6.45 0.72
H 3.54 9.91 0.59
H 1.77 11.26 1.68
C -4.97 8.04 -3.39
C -4.89 7.01 -2.45
C -4.16 7.18 -1.28
C -3.50 8.40 -1.05
C -3.56 9.43 -1.99
C -4.30 9.25 -3.16
N -2.74 8.59 0.19
O -2.69 7.64 0.99
O -2.20 9.69 0.37
H -5.55 7.91 -4.30
H -5.42 6.07 -2.64
H -4.11 6.37 -0.56
H -3.05 10.38 -1.83
H -4.36 10.05 -3.90
*
```

# C55H75BN13O3SSiTi

A structure of composition C55H75BN13O3SSiTi (the ωB97M-V functional and the def2-TZVPD basis, OMol25).

Results
Orbital gap (alpha / beta)   4.199 / 6.139 eV
ΔE to the lowest compared entry with this formula, charge and spin   36.6 kcal per mole
Lowest unoccupied orbital energy (alpha / beta)   2.2 / 2.2 eV
Energy   -126275.72424 eV
HOMO energy (alpha / beta)   -1.9829 / -3.9239 eV

ORCA input file:
```
! wB97M-V def2-TZVPD RIJCOSX def2/J DEFGRID3
* xyz -1 3
Ti 0.35 -0.89 0.15
C -4.21 0.61 4.67
C -2.92 -0.19 4.46
C -1.74 0.78 4.34
C -3.05 -1.16 3.32
C -4.19 -1.93 3.00
C -3.75 -2.83 2.06
N -2.44 -2.62 1.83
N -2.02 -1.59 2.58
B -1.50 -3.73 1.27
N -1.21 -3.59 -0.22
C -1.58 -4.57 -1.07
C -1.21 -4.20 -2.34
C -0.58 -2.96 -2.18
N -0.59 -2.60 -0.89
C 0.00 -2.19 -3.33
C 0.99 -3.07 -4.10
C -1.10 -1.69 -4.28
N -0.19 -3.83 2.06
C -0.08 -4.49 3.22
C 1.25 -4.48 3.59
C 1.90 -3.77 2.56
N 1.01 -3.38 1.65
C 3.39 -3.57 2.55
C 4.07 -4.72 1.79
C 3.87 -2.22 2.03
H -4.13 1.20 5.59
H -5.08 -0.03 4.76
H -4.36 1.30 3.84
H -2.76 -0.80 5.36
H -1.68 1.21 3.34
H -0.81 0.25 4.52
H -1.84 1.57 5.08
H -5.18 -1.85 3.40
H -4.28 -3.61 1.55
H -2.09 -4.76 1.43
H -2.08 -5.45 -0.73
H -1.37 -4.75 -3.25
H 0.53 -1.33 -2.94
H 0.49 -3.94 -4.52
H 1.78 -3.41 -3.43
H 1.44 -2.51 -4.91
H -1.73 -2.52 -4.61
H -0.64 -1.23 -5.16
H -1.71 -0.95 -3.78
H -0.93 -4.92 3.71
H 1.69 -4.91 4.46
H 3.70 -3.65 3.61
H 3.80 -4.68 0.74
H 3.77 -5.68 2.19
H 5.15 -4.63 1.87
H 4.95 -2.14 2.17
H 3.40 -1.41 2.58
H 3.64 -2.10 0.97
C 4.31 3.17 1.76
Si 3.74 2.31 3.36
C 3.00 3.64 4.54
C 5.32 1.61 4.22
C 2.50 0.90 3.31
C 2.30 0.17 4.47
C 1.39 -0.88 4.46
C 0.70 -1.17 3.30
N 0.89 -0.52 2.14
C 1.77 0.52 2.16
S 1.94 1.29 0.66
H 5.12 3.87 1.95
H 3.49 3.71 1.30
H 4.65 2.44 1.03
H 3.71 4.43 4.76
H 2.68 3.20 5.48
H 2.12 4.11 4.09
H 6.10 2.36 4.28
H 5.71 0.76 3.67
H 5.11 1.27 5.23
H 2.84 0.41 5.37
H 1.19 -1.46 5.35
H -0.07 -1.92 3.33
C -1.00 4.72 -5.39
O -0.19 3.84 -4.66
C 0.49 2.85 -5.34
C 0.78 2.86 -6.68
C 1.48 1.79 -7.26
C 1.87 0.72 -6.47
C 1.58 0.69 -5.13
C 0.88 1.75 -4.53
N 0.46 1.79 -3.22
C 0.74 0.91 -2.19
N 2.07 0.57 -2.13
C 2.62 -0.67 -1.81
C 2.00 -1.56 -0.93
C 2.54 -2.86 -0.92
C 3.67 -3.21 -1.65
C 4.35 -2.26 -2.40
C 3.82 -0.98 -2.49
O 4.36 0.05 -3.25
C 5.58 -0.20 -3.89
N -0.19 0.48 -1.33
C -1.43 1.10 -1.46
C -1.54 2.51 -1.57
C -2.68 3.12 -2.04
C -3.75 2.35 -2.47
C -3.72 0.96 -2.26
C -2.62 0.36 -1.69
O -2.56 -0.96 -1.30
C -3.63 -1.80 -1.66
H -1.56 5.29 -4.65
H -1.69 4.19 -6.04
H -0.41 5.42 -6.01
H 0.49 3.69 -7.30
H 1.69 1.80 -8.32
H 2.40 -0.11 -6.92
H 1.86 -0.16 -4.53
H -0.33 2.41 -3.08
H 2.66 1.14 -2.72
H 2.05 -3.61 -0.32
H 4.04 -4.22 -1.63
H 5.25 -2.54 -2.93
H 5.89 0.75 -4.32
H 5.47 -0.94 -4.70
H 6.34 -0.55 -3.19
H -0.69 3.10 -1.23
H -2.73 4.20 -2.10
H -4.62 2.80 -2.93
H -4.58 0.38 -2.56
H -4.59 -1.40 -1.33
H -3.45 -2.75 -1.17
H -3.66 -1.95 -2.74
C -5.38 2.02 0.51
C -4.71 0.73 0.96
N -3.29 0.93 0.97
C -2.67 2.11 1.25
N -1.40 2.07 1.39
C -0.67 3.29 1.68
C -1.44 4.56 1.32
C -2.85 4.43 1.87
N -3.46 3.24 1.31
C -4.89 3.14 1.42
H -6.47 1.94 0.55
H -5.07 2.24 -0.51
H -4.95 -0.08 0.27
H -5.10 0.44 1.95
H -2.68 0.13 1.09
H 0.28 3.23 1.13
H -0.42 3.29 2.75
H -1.51 4.66 0.23
H -0.94 5.44 1.73
H -3.48 5.29 1.59
H -2.82 4.38 2.98
H -5.32 4.10 1.11
H -5.21 2.96 2.46
*
```

Number 1: F_max 1.97 eV/A. Number 2: F_max 12.59 eV/A. Number 3: F_max 2.43 eV/A.